Record 1
{"formula": "C25H43Ge2N6Os", "method": "ωB97M-V/def2-TZVPD", "species": ["Os", "N", "C", "C", "N", "C", "C", "N", "C", "C", "N", "H", "H", "H", "H", "H", "H", "H", "H", "H", "H", "H", "H", "H", "H", "H", "H", "H", "H", "C", "N", "C", "C", "N", "C", "H", "H", "H", "H", "H", "H", "C", "Ge", "C", "C", "Ge", "C", "C", "C", "C", "C", "C", "C", "C", "C", "C", "C", "C", "H", "H", "H", "H", "H", "H", "H", "H", "H", "H", "H", "H", "H", "H", "H", "H", "H", "H", "H"], "positions_angstrom": [[0.15429, -0.13597, 0.03240], [-0.71022, -2.03591, -0.50181], [-0.33775, -2.40618, -1.93347], [0.48767, -1.31671, -2.62744], [0.15985, 0.04938, -2.10693], [-1.19805, 0.46186, -2.59313], [-1.91326, 1.35613, -1.60414], [-1.78101, 0.74882, -0.23521], [1.23027, 1.02436, -2.48020], [1.20218, 2.24301, -1.57227], [1.00673, 1.82505, -0.12807], [-0.47409, -2.81276, 0.10932], [-1.72578, -1.99312, -0.46156], [-1.25577, -2.62804, -2.47381], [0.24016, -3.32786, -1.91752], [0.31437, -1.35418, -3.70568], [1.54900, -1.47997, -2.45830], [-1.78453, -0.44480, -2.74854], [-1.11619, 0.94836, -3.56734], [-2.96314, 1.45060, -1.88189], [-1.50836, 2.36342, -1.56859], [-2.54592, 0.08799, -0.10619], [-1.96427, 1.47491, 0.45709], [1.12734, 1.32444, -3.52537], [2.17999, 0.50327, -2.38461], [0.40589, 2.93050, -1.84356], [2.13085, 2.80436, -1.67094], [0.42191, 2.52442, 0.33265], [1.88537, 1.92251, 0.38036], [4.40223, -3.75707, 0.51861], [3.70392, -2.47729, 0.30567], [4.29463, -1.29698, -0.06270], [3.29603, -0.38688, -0.19290], [2.08603, -1.00412, 0.09613], [2.39337, -2.27120, 0.39540], [5.39668, -3.54888, 0.90260], [4.47895, -4.29539, -0.42315], [3.85087, -4.34566, 1.24676], [5.35911, -1.20753, -0.20589], [3.38806, 0.65177, -0.45360], [1.70408, -3.03471, 0.71454], [-1.34712, -0.46634, 5.67994], [-2.67608, -0.81386, 4.34896], [-3.19797, -2.60948, 3.95406], [-3.89765, 0.58592, 3.89571], [0.71400, -0.00778, 2.49807], [1.66652, -1.32859, 3.46800], [2.91989, -1.07925, 4.03354], [3.54024, -2.06195, 4.79566], [2.90144, -3.27388, 5.02954], [1.65284, -3.53328, 4.47692], [1.04450, -2.56852, 3.68931], [1.04992, 1.81444, 3.04456], [2.34712, 2.32993, 2.90462], [2.61569, 3.65215, 3.23406], [1.60090, 4.46690, 3.72257], [0.31124, 3.96905, 3.85978], [0.03422, 2.65419, 3.50735], [-1.92600, -0.55278, 6.61366], [-0.94113, 0.54374, 5.64692], [-0.56037, -1.21680, 5.70649], [-4.10361, -2.75900, 4.55905], [-2.45620, -3.34295, 4.26060], [-3.49588, -2.76026, 2.91713], [-4.56883, 0.60524, 4.76878], [-4.51608, 0.36893, 3.02695], [-3.44211, 1.57201, 3.83369], [3.40993, -0.12173, 3.91031], [4.51087, -1.87148, 5.23436], [3.37788, -4.01782, 5.65487], [1.16711, -4.48265, 4.66099], [0.07754, -2.78335, 3.23576], [3.16432, 1.70286, 2.55646], [3.61986, 4.04220, 3.13046], [1.81686, 5.48990, 4.00057], [-0.47456, 4.60632, 4.24353], [-0.98479, 2.28983, 3.61488]], "forces_ev_per_angstrom": [[-0.11, 0.16, 0.10], [0.19, -0.14, 0.00], [-0.04, 0.04, 0.01], [-0.01, 0.01, 0.00], [-0.02, -0.01, 0.02], [-0.01, -0.01, -0.06], [-0.04, -0.01, 0.02], [-0.12, 0.05, -0.03], [-0.02, 0.03, 0.00], [-0.05, -0.04, 0.00], [0.18, 0.02, -0.01], [0.03, -0.02, -0.04], [0.01, -0.01, 0.04], [-0.01, 0.03, 0.01], [-0.01, 0.00, -0.02], [0.02, -0.02, 0.00], [0.01, 0.01, 0.02], [-0.01, 0.00, 0.02], [0.02, 0.00, 0.00], [0.00, 0.01, 0.01], [0.03, -0.02, 0.00], [0.01, 0.00, 0.04], [-0.03, -0.02, -0.01], [-0.01, 0.00, 0.00], [0.01, 0.00, -0.01], [0.00, 0.00, 0.01], [0.01, -0.02, 0.00], [0.02, -0.01, 0.03], [0.00, -0.01, -0.02], [0.00, 0.01, 0.01], [0.02, -0.06, -0.01], [0.02, 0.03, -0.03], [0.00, -0.06, 0.12], [-0.05, 0.06, -0.11], [-0.01, 0.08, 0.05], [0.00, 0.00, 0.01], [0.01, 0.00, 0.00], [0.00, -0.01, -0.01], [0.00, 0.01, 0.01], [0.01, 0.00, -0.05], [0.01, -0.01, 0.00], [0.10, 0.02, -0.08], [-0.52, -0.09, 0.67], [0.09, -0.06, -0.08], [0.02, 0.05, -0.10], [0.16, 0.25, -0.73], [-0.20, -0.16, 0.15], [0.09, -0.03, 0.29], [0.01, 0.14, -0.06], [0.08, -0.01, 0.05], [-0.13, 0.02, -0.08], [0.06, -0.12, -0.19], [0.13, -0.06, 0.02], [0.01, -0.03, 0.08], [0.00, 0.01, 0.00], [0.00, -0.01, -0.01], [0.00, 0.00, 0.00], [-0.08, 0.02, -0.10], [0.01, 0.00, 0.00], [0.00, -0.01, -0.02], [0.00, 0.00, 0.00], [0.01, -0.01, 0.01], [0.00, 0.00, 0.00], [-0.01, 0.03, 0.00], [0.00, 0.01, -0.01], [0.03, 0.00, 0.00], [0.01, 0.00, -0.01], [-0.01, 0.01, 0.03], [0.00, 0.00, -0.01], [0.01, -0.01, -0.02], [-0.01, 0.00, 0.01], [0.01, -0.01, 0.02], [0.01, 0.00, 0.03], [0.00, 0.00, 0.00], [0.00, 0.00, 0.00], [0.00, 0.00, 0.00], [0.01, -0.01, 0.00]], "spin_multiplicity": 2, "e_lumo_ev": [-12.8, -13.0], "e_above_lowest_ev": 0.917, "charge": 4, "s_squared": 0.76}



Record 2
{"formula": "C13H60CdF12N3O30S4", "method": "ωB97M-V/def2-TZVPD", "species": ["Cd", "C", "F", "F", "F", "S", "O", "O", "N", "S", "O", "O", "C", "F", "F", "F", "C", "F", "F", "F", "S", "O", "O", "N", "S", "O", "O", "C", "F", "F", "F", "C", "C", "C", "C", "C", "C", "N", "O", "C", "C", "C", "H", "H", "H", "H", "H", "H", "H", "H", "H", "H", "H", "H", "H", "H", "H", "H", "H", "H", "O", "H", "H", "O", "H", "H", "O", "H", "H", "O", "H", "H", "O", "H", "H", "O", "H", "H", "O", "H", "H", "O", "H", "H", "O", "H", "H", "O", "H", "H", "O", "H", "H", "O", "H", "H", "O", "H", "H", "O", "H", "H", "O", "H", "H", "O", "H", "H", "O", "H", "H", "O", "H", "H", "O", "H", "H", "O", "H", "H", "O", "H", "H"], "positions_angstrom": [[-3.91834, 0.30906, 0.03544], [-2.80396, -0.65856, -3.71605], [-2.65893, -1.73986, -2.95326], [-1.78843, 0.15456, -3.49863], [-2.81171, -0.96576, -4.99021], [-4.50592, 0.20406, -3.30284], [-4.92970, 0.90481, -4.47586], [-5.40719, -0.88057, -2.98204], [-4.22101, 1.09847, -1.84070], [-3.97505, 2.65506, -2.24297], [-3.50639, 3.43836, -1.14202], [-3.31879, 2.92184, -3.49009], [-5.78782, 3.32181, -2.44221], [-5.75334, 4.63800, -2.65106], [-6.47729, 2.77393, -3.41899], [-6.36705, 3.07530, -1.26118], [2.80853, -1.95462, -4.52317], [1.76882, -1.17129, -4.19202], [3.88567, -1.45895, -3.95759], [2.54571, -3.16264, -4.03386], [3.12621, -2.08606, -6.42915], [3.99768, -3.23087, -6.56531], [1.84346, -2.30151, -7.08225], [3.81500, -0.53765, -6.79103], [5.42142, -0.59501, -6.86300], [5.84231, 0.80779, -6.88359], [6.12056, -1.52316, -6.01271], [5.81027, -1.20310, -8.60744], [5.21358, -0.42994, -9.51856], [7.12808, -1.15914, -8.81806], [5.42740, -2.46834, -8.85114], [0.31190, -1.20779, -1.28103], [0.29428, -0.91699, 0.21722], [1.76074, -0.83298, 0.65036], [1.97272, -0.40411, 2.06799], [1.30480, 0.95514, 2.26039], [-0.20689, 1.01179, 1.81739], [-0.41533, 0.32486, 0.53613], [-1.72118, 0.37410, 0.02392], [-0.56040, 2.52027, 1.72124], [-0.96695, 0.50216, 3.07625], [-0.36740, -2.16307, 0.86594], [0.99962, -1.99009, -1.60479], [0.56928, -0.30473, -1.83707], [-0.66816, -1.50939, -1.65152], [2.39356, -0.17775, 0.04871], [2.15810, -1.85042, 0.67565], [3.05313, -0.29716, 2.18350], [1.52601, -1.15974, 2.72125], [1.94055, 1.69614, 1.76343], [1.39396, 1.32059, 3.28981], [0.21668, 3.03798, 1.15608], [-0.54781, 2.94586, 2.72642], [-1.52238, 2.66863, 1.23949], [-0.69223, -0.55181, 3.15735], [-2.04296, 0.65356, 3.02378], [-0.57396, 0.96629, 3.98358], [-1.18957, -2.51796, 0.23715], [-0.79472, -2.06816, 1.86532], [0.31828, -3.01540, 0.85213], [3.31781, -3.09148, 2.82357], [2.48794, -3.13508, 2.33527], [3.09306, -2.64204, 3.64374], [1.45609, 1.66731, -3.51313], [0.62863, 1.73161, -3.02431], [2.11052, 1.44748, -2.84367], [-0.36336, -3.88311, -3.95982], [-0.39353, -2.94224, -3.76252], [-0.05923, -4.28637, -3.12631], [3.34482, -0.24275, 5.37256], [3.51039, -0.17638, 4.42082], [4.18883, -0.51829, 5.74799], [-0.32189, 2.68210, -1.57578], [-0.51604, 1.83414, -1.14673], [-0.72180, 3.34116, -0.99402], [-0.83798, 5.27723, -0.17694], [-0.73045, 5.19755, 0.77669], [-0.00543, 5.65247, -0.48630], [-2.50417, 2.46845, 5.63935], [-2.30074, 3.39689, 5.79212], [-1.68012, 2.09813, 5.28881], [-3.76446, -0.72273, 1.95085], [-3.60700, -0.55376, 2.89159], [-3.57394, -1.67497, 1.83325], [-4.07191, 2.09311, 1.26710], [-3.51659, 2.86466, 1.06282], [-4.71944, 2.41426, 1.90226], [0.01272, -5.00037, -1.50154], [0.60849, -4.97253, -0.73077], [-0.86928, -5.05998, -1.12615], [-3.40837, -3.53514, 1.91192], [-3.91959, -4.09914, 1.32072], [-3.74502, -3.74140, 2.79431], [-3.99652, -1.81951, -0.63753], [-3.19640, -2.32563, -0.83601], [-4.65961, -2.47935, -0.41039], [1.09239, 1.05391, 6.19919], [1.91672, 0.73381, 5.80070], [0.83539, 0.35593, 6.80753], [1.48189, -4.88496, 0.90025], [0.82938, -5.02783, 1.59820], [2.29566, -5.27049, 1.24274], [1.90960, 4.45723, 4.56198], [2.56901, 3.85556, 4.91886], [1.18509, 3.88409, 4.29008], [-3.90033, 0.23285, 4.82462], [-3.21974, 0.92251, 4.91972], [-4.68922, 0.70515, 4.54170], [-1.15607, -5.27297, 2.41541], [-1.54428, -5.62906, 1.61151], [-1.66580, -4.47512, 2.59555], [2.79060, 3.07693, -0.75758], [2.21701, 2.51965, -0.21883], [3.63159, 3.08709, -0.29127], [-2.82714, 4.53701, 2.65612], [-2.89487, 5.46213, 2.91658], [-3.28410, 4.05318, 3.35348], [4.89566, 1.35288, 3.36220], [5.76020, 1.72124, 3.57705], [4.42428, 1.33489, 4.20001], [5.24011, 0.72710, 0.71023], [4.92322, 0.81162, 1.62287], [5.43981, 1.62550, 0.43281]], "forces_ev_per_angstrom": [[1.76, -0.12, 0.45], [-0.13, 1.42, 0.21], [-0.18, -0.16, -0.26], [-0.14, 0.15, 0.29], [-0.40, -0.44, -0.04], [-0.91, -2.00, -0.20], [1.02, 0.69, 0.65], [0.80, 0.22, 0.96], [-0.46, 0.42, -4.10], [-0.24, 2.55, -1.38], [-0.20, -0.65, 1.17], [-0.53, -0.98, 0.49], [1.71, -0.22, 0.11], [0.06, -0.15, 0.22], [-0.27, -0.18, 0.14], [-0.58, 0.06, 0.11], [-0.60, 0.33, -1.22], [0.16, -0.12, -0.42], [0.53, 0.04, 0.45], [0.28, -0.25, 0.02], [-0.30, 0.31, -0.92], [0.14, 0.72, 0.57], [0.79, 1.34, 0.91], [-0.54, -3.32, 0.61], [-0.08, 1.77, 0.01], [-0.11, -1.68, -0.21], [-0.12, 0.35, -0.28], [-0.32, -0.28, 0.15], [0.02, 0.14, 0.00], [0.30, 0.19, 0.03], [-0.02, 0.37, 0.27], [-0.51, 0.68, -0.71], [-0.27, -0.64, 0.50], [0.21, -0.52, 0.48], [-0.85, 1.06, 0.31], [0.16, 0.18, -0.15], [0.64, 0.82, 0.86], [0.78, 0.80, -0.11], [-0.06, -0.06, 0.02], [0.66, -0.65, -0.39], [0.27, -0.83, -0.52], [-0.18, -0.71, -0.22], [0.20, -0.02, 0.47], [0.15, 0.00, 0.01], [-0.07, 0.09, 0.19], [-0.29, -0.21, -0.53], [0.16, 0.03, -1.00], [-0.01, -0.31, 0.52], [0.24, 0.11, 0.35], [-0.32, -0.03, -0.65], [-0.35, -0.27, 0.22], [-0.16, 0.03, -0.23], [-0.26, 0.05, 0.04], [0.06, 0.04, 0.08], [-0.57, -0.12, 0.34], [0.10, -0.10, -0.19], [0.04, 0.19, -0.09], [-0.17, 0.25, -0.03], [0.25, 0.30, 0.09], [0.06, 0.30, 0.13], [0.07, -0.22, 0.18], [0.01, 0.00, -0.14], [-0.04, -0.02, 0.00], [0.02, -0.33, -0.18], [0.05, 0.44, -0.01], [0.08, 0.15, -0.02], [-0.25, -0.10, 0.26], [0.16, 0.05, -0.17], [-0.03, 0.18, -0.38], [0.41, 0.02, -0.41], [-0.18, -0.43, -0.07], [-0.05, -0.04, 0.08], [-0.06, -0.28, 0.26], [-0.19, -0.05, 0.18], [-0.06, 0.17, -0.21], [-0.01, 0.14, 0.14], [-0.01, -0.06, -0.01], [0.01, -0.12, -0.10], [0.31, 0.11, -0.22], [0.00, -0.02, 0.07], [0.13, 0.15, 0.14], [-0.46, -1.29, 0.93], [-0.08, 0.44, 0.17], [0.03, 0.34, -0.15], [-0.26, 1.03, 1.17], [-0.04, -0.04, -0.40], [-0.11, -0.05, -0.15], [0.04, -0.22, 0.55], [0.06, 0.02, -0.21], [-0.05, 0.02, -0.14], [-0.19, -0.07, 0.24], [0.02, -0.05, 0.02], [-0.10, 0.01, -0.03], [-0.09, -1.32, 0.28], [0.18, 0.41, -0.13], [-0.24, 0.18, -0.26], [-0.20, 0.28, -0.10], [-0.16, -0.09, 0.24], [-0.01, -0.01, 0.00], [0.21, -0.06, 0.34], [-0.27, -0.05, 0.11], [0.12, -0.04, -0.18], [-0.06, 0.00, -0.01], [-0.02, -0.01, 0.04], [0.04, -0.03, -0.05], [0.17, -0.25, -0.49], [-0.58, -0.15, 0.14], [-0.02, 0.07, 0.17], [0.28, -0.15, 0.16], [-0.01, -0.04, -0.03], [0.13, 0.05, -0.27], [0.06, 0.10, 0.18], [-0.16, -0.03, -0.21], [0.00, -0.07, -0.02], [-0.17, 0.00, 0.15], [-0.05, 0.03, -0.15], [0.15, -0.02, 0.07], [0.04, 0.12, 0.44], [0.04, -0.05, -0.14], [-0.03, 0.29, 0.10], [-0.13, -0.04, 0.13], [0.15, 0.03, -0.34], [0.03, -0.05, -0.11]], "spin_multiplicity": 1, "e_lumo_ev": 0.0, "e_above_lowest_ev": 0.000, "charge": -1}



Values of energy, in order: -5550.0448 -5911.5998, all in Ha.